A 2-piece molecular cluster, C4H13N3O overall. Source: the Open Molecules 2025 dataset; level of theory: ωB97M-V/def2-TZVPD.

Element x y z (Å)
1 C -1.257 -1.176 1.773
2 N -1.248 -1.013 0.335
3 C -1.293 0.328 -0.236
4 N -1.774 0.310 -1.562
5 O -1.487 1.316 0.481
6 H -1.801 -1.706 -0.152
7 H -2.180 1.184 -1.857
8 H -1.926 -0.574 -2.022
9 H -0.331 -1.655 2.100
10 H -1.345 -0.204 2.261
11 H -2.037 -1.847 2.140
12 C 1.741 -0.776 0.205
13 C 1.690 1.602 -1.021
14 N 0.935 0.625 -0.261
15 H 0.610 1.091 0.582
16 H 2.410 2.118 -0.372
17 H 2.407 -0.358 0.965
18 H 1.320 -1.703 0.581
19 H 2.317 -1.046 -0.677
20 H 2.221 1.119 -1.840
21 H 1.025 2.368 -1.424

Computed properties:
HOMO energy	-8.6	eV
structure (SMILES)	CNC(N)=O.CNC
HOMO-LUMO gap	9.50	eV
energy above the lowest of the compared OMol25 structures with the same formula, charge and spin	252.20	kJ/mol
net charge	0
M	119.2	g mol⁻¹

One molecule with the formula C20H19N5O4S. Source: the Open Molecules 2025 dataset; level of theory: ωB97M-V/def2-TZVPD.

Element x y z (Å)
1 O 4.328 2.871 0.201
2 O 0.854 -2.606 -4.046
3 O 2.593 -4.266 -3.744
4 N -2.051 -0.779 3.020
5 N -2.773 0.241 3.586
6 O 3.039 1.474 -1.106
7 C 4.145 1.867 -0.446
8 C -1.839 -0.468 1.758
9 C -2.993 1.145 2.714
10 C -0.022 -2.158 1.334
11 C -1.319 -1.370 -0.518
12 C 5.047 -1.496 -1.303
13 C 0.645 -3.017 0.477
14 C -0.634 -2.204 -1.382
15 C 4.245 -2.399 -1.973
16 C 2.520 -0.687 -2.183
17 C 3.362 0.213 -1.524
18 C -1.050 -1.318 0.836
19 C 4.629 -0.165 -1.117
20 C 0.339 -3.075 -0.874
21 C 2.975 -1.999 -2.405
22 N 5.175 0.939 -0.555
23 N -2.423 0.805 1.515
24 N 1.040 -3.930 -1.737
25 C -3.776 2.387 3.015
26 C -2.307 1.678 0.312
27 C -4.558 2.972 1.806
28 C -2.265 3.140 0.654
29 C -3.639 3.768 0.893
30 S 1.809 -3.199 -3.111
31 H 0.274 -2.116 2.384
32 H -2.099 -0.694 -0.878
33 H 6.025 -1.826 -0.943
34 H 1.425 -3.632 0.868
35 H -1.032 -2.268 -2.395
36 H 4.632 -3.397 -2.142
37 H 1.558 -0.322 -2.423
38 H 5.891 0.977 0.149
39 H 1.595 -4.674 -1.341
40 H -4.481 2.163 3.828
41 H -3.071 3.141 3.366
42 H -1.321 1.430 -0.189
43 H -3.128 1.496 -0.388
44 H -5.359 3.670 2.199
45 H -5.025 2.178 1.190
46 H -1.831 3.666 -0.177
47 H -1.583 3.235 1.529
48 H -3.467 4.688 1.346
49 H -4.097 3.924 -0.081

Computed properties:
HOMO energy	-8.6	eV
structure (SMILES)	O=c1[nH]c2ccc(S(=O)(=O)Nc3ccc(-c4nnc5n4CCCCC5)cc3)cc2o1
HOMO-LUMO gap	8.74	eV
energy above the lowest of the compared OMol25 structures with the same formula, charge and spin	0.00	kJ/mol
net charge	0
M	425.5	g mol⁻¹

A 5-piece molecular cluster, H8IO4 overall. Source: the Open Molecules 2025 dataset; level of theory: ωB97M-V/def2-TZVPD.

Element x y z (Å)
1 I -0.943 -0.204 1.171
2 O -3.762 -1.850 -0.303
3 H -3.162 -2.146 -0.987
4 H -3.232 -1.277 0.251
5 O 2.312 0.037 2.792
6 H 3.207 0.119 2.465
7 H 1.767 0.396 2.092
8 O 0.426 2.296 -1.317
9 H -0.196 2.899 -1.723
10 H -0.121 1.626 -0.908
11 O 1.095 -0.758 -1.520
12 H 1.982 -0.863 -1.176
13 H 0.628 -0.275 -0.837

Computed properties:
HOMO energy	-4.4	eV
HOMO-LUMO gap	7.83	eV
energy above the lowest of the compared OMol25 structures with the same formula, charge and spin	57.73	kJ/mol
net charge	-1
M	199.0	g mol⁻¹

One molecule with the formula C4H7NO. Source: the Open Molecules 2025 dataset; level of theory: ωB97M-V/def2-TZVPD.

Element x y z (Å)
1 C 0.129 0.406 1.737
2 C 0.541 0.176 0.300
3 C 0.412 -1.145 -0.416
4 N -0.534 -0.092 -0.616
5 C -0.919 0.497 -1.794
6 O -1.105 -0.104 -2.827
7 H -0.584 1.238 1.770
8 H 0.981 0.665 2.371
9 H -0.369 -0.474 2.155
10 H 1.356 0.809 -0.059
11 H 1.101 -1.357 -1.234
12 H 0.034 -2.020 0.108
13 H -1.130 1.576 -1.673

Computed properties:
HOMO energy	-9.8	eV
structure (SMILES)	C[C@H]1CN1C=O
HOMO-LUMO gap	10.76	eV
energy above the lowest of the compared OMol25 structures with the same formula, charge and spin	167.95	kJ/mol
net charge	0
M	85.1	g mol⁻¹

A 6-piece molecular cluster, C33H64B2Cl2F4N4O19PS overall. Source: the Open Molecules 2025 dataset; level of theory: ωB97M-V/def2-TZVPD.

Element x y z (Å)
1 C 1.567 -5.166 1.188
2 C 1.240 -3.779 0.402
3 C 1.005 -2.667 1.476
4 C 1.080 -1.084 1.201
5 C 2.654 -0.802 1.284
6 Cl 3.945 -2.022 0.781
7 C 3.255 0.348 1.853
8 C 2.518 1.558 2.474
9 Cl 5.085 0.529 1.957
10 N 0.283 -0.545 2.362
11 S 0.630 -0.962 3.948
12 C -0.283 -2.467 4.625
13 O 2.075 -1.266 4.299
14 O 0.263 0.106 4.981
15 C -0.866 0.250 2.105
16 N -1.101 1.406 2.739
17 F -2.171 2.167 2.442
18 N -1.875 -0.044 1.095
19 B -3.014 -0.872 1.620
20 O -2.921 -2.046 2.418
21 O -4.343 -0.397 1.328
22 C -1.165 -0.862 0.041
23 B -2.149 -0.884 -1.254
24 O -2.906 0.233 -1.738
25 O -2.345 -2.118 -1.991
26 C 0.369 -0.560 -0.173
27 C 0.793 -1.356 -1.488
28 O 2.222 -1.534 -1.682
29 C 2.521 -1.662 -3.056
30 F 3.831 -2.161 -3.161
31 F 2.552 -0.418 -3.718
32 F 1.703 -2.579 -3.718
33 P 0.860 1.220 -0.640
34 N 0.187 1.733 -2.016
35 O 2.544 1.341 -1.007
36 O 0.403 2.455 0.428
37 H 1.150 -5.131 2.247
38 H 1.142 -6.024 0.574
39 H 2.703 -5.333 1.222
40 H 0.278 -3.986 -0.186
41 H 2.072 -3.655 -0.351
42 H -0.052 -2.878 1.884
43 H 1.810 -2.894 2.269
44 H 2.933 1.718 3.539
45 H 1.407 1.600 2.550
46 H 2.849 2.506 1.909
47 H -1.052 -2.869 3.897
48 H -0.720 -2.256 5.653
49 H 0.481 -3.312 4.779
50 H -0.478 1.819 3.447
51 H -3.673 -1.988 3.048
52 H -4.281 0.570 1.169
53 H -1.280 -1.952 0.416
54 H -2.904 0.097 -2.720
55 H -2.768 -2.779 -1.394
56 H 0.301 -2.389 -1.594
57 H 0.467 -0.846 -2.467
58 H -0.445 1.017 -2.379
59 H 2.689 2.305 -1.135
60 H 1.057 3.188 0.323
61 O -2.423 -0.774 -4.917
62 C -2.044 -1.438 -5.860
63 O -0.743 -1.736 -5.997
64 C -0.223 -2.675 -6.950
65 C 0.027 -2.012 -8.289
66 C -3.003 -1.854 -6.938
67 H -0.872 -3.550 -7.034
68 H 0.726 -3.033 -6.544
69 H -0.899 -1.633 -8.728
70 H 0.477 -2.717 -8.990
71 H 0.695 -1.156 -8.171
72 H -3.088 -1.051 -7.674
73 H -3.980 -2.024 -6.484
74 H -2.730 -2.783 -7.434
75 O -0.614 3.025 -8.143
76 C -1.100 3.056 -7.038
77 O -1.849 4.108 -6.661
78 C -2.631 4.145 -5.462
79 C -1.802 4.608 -4.281
80 C -0.806 1.978 -6.035
81 H -3.116 3.182 -5.279
82 H -3.434 4.866 -5.639
83 H -0.982 3.919 -4.071
84 H -2.421 4.691 -3.385
85 H -1.353 5.582 -4.491
86 H 0.124 2.214 -5.515
87 H -0.686 1.034 -6.568
88 H -1.605 1.820 -5.313
89 O 3.155 -4.073 5.575
90 C 3.398 -3.504 6.615
91 O 3.431 -4.195 7.766
92 C 3.905 -3.667 9.012
93 C 2.801 -2.938 9.752
94 C 3.567 -2.011 6.655
95 H 4.789 -3.042 8.864
96 H 4.230 -4.524 9.607
97 H 2.442 -2.075 9.187
98 H 3.154 -2.591 10.725
99 H 1.944 -3.598 9.902
100 H 2.587 -1.542 6.750
101 H 4.027 -1.690 5.720
102 H 4.222 -1.664 7.453
103 O 4.038 2.423 4.922
104 C 4.374 2.331 6.082
105 O 3.838 3.145 7.002
106 C 4.008 2.988 8.418
107 C 5.276 3.668 8.895
108 C 5.460 1.379 6.495
109 H 3.968 1.935 8.705
110 H 3.146 3.469 8.887
111 H 6.165 3.221 8.443
112 H 5.367 3.595 9.980
113 H 5.272 4.722 8.611
114 H 6.430 1.861 6.364
115 H 5.410 0.499 5.853
116 H 5.362 1.018 7.517
117 O -5.415 0.849 -6.978
118 C -5.950 1.891 -6.676
119 O -7.106 1.880 -5.992
120 C -7.712 3.042 -5.410
121 C -8.583 3.766 -6.417
122 C -5.389 3.207 -7.137
123 H -6.959 3.697 -4.965
124 H -8.336 2.685 -4.588
125 H -7.998 4.135 -7.262
126 H -9.087 4.615 -5.950
127 H -9.336 3.089 -6.824
128 H -5.766 3.429 -8.137
129 H -4.303 3.124 -7.177
130 H -5.607 4.036 -6.467

Computed properties:
HOMO energy	-11.1	eV
HOMO-LUMO gap	6.41	eV
net charge	+1
M	1052.4	g mol⁻¹

One molecule with the formula C3H7NO. Source: the Open Molecules 2025 dataset; level of theory: ωB97M-V/def2-TZVPD.

Element x y z (Å)
1 C -1.277 -0.341 -0.079
2 C 0.180 0.037 -0.097
3 N 0.624 1.234 -0.156
4 O -0.403 2.169 -0.211
5 C 1.242 -0.996 0.118
6 H -1.411 -1.418 -0.202
7 H -1.869 0.173 -0.841
8 H -1.700 -0.064 0.891
9 H 0.076 2.969 0.036
10 H 1.340 -1.684 -0.724
11 H 1.003 -1.595 1.004
12 H 2.196 -0.485 0.262

Computed properties:
HOMO energy	-9.4	eV
structure (SMILES)	CC(C)=NO
HOMO-LUMO gap	10.49	eV
energy above the lowest of the compared OMol25 structures with the same formula, charge and spin	207.90	kJ/mol
net charge	0
M	73.1	g mol⁻¹

An isolated ion of composition C3H6NOS3 and charge +1. Source: the Open Molecules 2025 dataset; level of theory: ωB97M-V/def2-TZVPD.

Element x y z (Å)
1 C 3.224 -0.191 -0.679
2 C -1.598 -0.583 -0.145
3 C -1.591 0.768 0.371
4 N 2.541 -0.559 0.368
5 O -2.724 -0.819 -0.856
6 S 4.922 0.016 -0.473
7 S -0.677 -1.923 -0.066
8 S 1.294 -1.102 1.058
9 H 2.744 -0.127 -1.666
10 H -2.051 1.511 -0.271
11 H -0.629 1.151 0.557
12 H -2.170 0.852 1.272
13 H 4.796 -0.150 0.778
14 H -2.916 -1.773 -1.083

Computed properties:
HOMO energy	-12.5	eV
HOMO-LUMO gap	7.32	eV
energy above the lowest of the compared OMol25 structures with the same formula, charge and spin	0.00	kJ/mol
net charge	+1
M	168.3	g mol⁻¹

A 4-piece molecular cluster, C24H29O12PS overall. Source: the Open Molecules 2025 dataset; level of theory: ωB97M-V/def2-TZVPD.

Element x y z (Å)
1 C 2.332 -0.585 1.870
2 O 2.473 0.795 1.641
3 C 1.589 1.284 0.650
4 C 1.701 2.799 0.590
5 C 0.426 3.471 0.076
6 C -0.740 3.460 1.088
7 C -1.841 2.489 0.749
8 C -2.641 2.702 -0.380
9 C -3.642 1.814 -0.733
10 C -3.850 0.675 0.036
11 C -3.068 0.457 1.174
12 C -2.085 1.366 1.533
13 C -3.318 -0.769 1.984
14 O -3.141 -0.821 3.178
15 C -3.840 -1.940 1.217
16 C -4.593 -1.729 0.135
17 P -5.274 -3.105 -0.829
18 S -4.208 -4.732 -0.739
19 C -4.877 -0.335 -0.324
20 O -5.880 -0.080 -0.957
21 H 1.421 -0.827 2.429
22 H 3.185 -0.901 2.470
23 H 2.333 -1.152 0.933
24 H 0.563 0.951 0.851
25 H 1.877 0.859 -0.321
26 H 1.923 3.164 1.594
27 H 2.516 3.065 -0.079
28 H 0.691 4.492 -0.194
29 H 0.121 2.981 -0.853
30 H -1.186 4.454 1.126
31 H -0.347 3.208 2.074
32 H -2.474 3.574 -1.001
33 H -4.264 1.984 -1.602
34 H -1.503 1.185 2.428
35 H -3.600 -2.942 1.554
36 H -5.351 -2.526 -2.098
37 H -6.601 -3.238 -0.419
38 C 5.685 3.929 -2.124
39 C 6.271 5.087 -1.336
40 O 5.137 5.950 -1.182
41 C 4.013 5.210 -1.293
42 O 2.917 5.589 -1.036
43 O 4.311 3.962 -1.724
44 H 6.118 2.964 -1.876
45 H 5.738 4.090 -3.202
46 H 6.615 4.784 -0.346
47 H 7.066 5.615 -1.854
48 C -7.284 -7.496 -4.476
49 C -6.189 -7.977 -3.541
50 O -6.007 -6.847 -2.683
51 C -7.140 -6.116 -2.690
52 O -7.381 -5.214 -1.955
53 O -7.982 -6.554 -3.655
54 H -7.965 -8.278 -4.799
55 H -6.887 -6.973 -5.347
56 H -6.501 -8.829 -2.936
57 H -5.254 -8.209 -4.043
58 C 6.131 0.469 3.199
59 C 6.969 -0.525 3.982
60 O 7.907 -0.968 2.996
61 C 8.014 -0.015 2.040
62 O 8.828 -0.007 1.177
63 O 7.059 0.928 2.211
64 H 5.775 1.308 3.791
65 H 5.286 0.003 2.691
66 H 7.516 -0.056 4.800
67 H 6.405 -1.373 4.362

Computed properties:
HOMO energy	-8.5	eV
structure (SMILES)	COCCCCc1ccc2c(c1)C(=O)C=C([PH2]=S)C2=O.O=C1OCCO1.O=C1OCCO1.O=C1OCCO1
HOMO-LUMO gap	7.36	eV
net charge	0
M	572.5	g mol⁻¹

C46H44MnN2O6P as an isolated structure. Source: the Open Molecules 2025 dataset; level of theory: ωB97M-V/def2-TZVPD.

Element x y z (Å)
1 Mn -0.230 0.950 -0.538
2 O -2.398 -1.318 0.282
3 C -1.383 -1.785 -0.231
4 O -0.462 -1.142 -0.843
5 C -1.184 -3.292 -0.148
6 C -2.331 -4.069 -0.003
7 C -2.255 -5.449 0.058
8 C -1.014 -6.067 -0.011
9 C 0.133 -5.300 -0.135
10 C 0.074 -3.905 -0.203
11 P 1.598 -2.874 -0.359
12 C 1.727 -2.758 -2.189
13 C 0.954 -3.503 -3.076
14 C 1.102 -3.347 -4.447
15 C 2.029 -2.448 -4.955
16 C 2.802 -1.697 -4.081
17 C 2.644 -1.847 -2.711
18 C 2.877 -4.167 -0.016
19 C 2.985 -4.649 1.293
20 C 4.013 -5.500 1.663
21 C 4.978 -5.877 0.737
22 C 4.893 -5.398 -0.561
23 C 3.852 -4.555 -0.934
24 H -3.278 -3.550 0.060
25 H -3.157 -6.041 0.157
26 H -0.936 -7.147 0.028
27 H 1.093 -5.797 -0.184
28 H 0.220 -4.202 -2.698
29 H 0.482 -3.926 -5.121
30 H 2.138 -2.323 -6.025
31 H 3.515 -0.977 -4.465
32 H 3.217 -1.229 -2.032
33 H 2.248 -4.350 2.031
34 H 4.066 -5.865 2.682
35 H 5.787 -6.536 1.026
36 H 5.636 -5.685 -1.295
37 H 3.795 -4.205 -1.957
38 C 1.311 7.607 -1.205
39 O 2.381 7.023 -0.489
40 C 2.403 5.662 -0.408
41 C 3.512 5.130 0.292
42 C 3.602 3.776 0.434
43 C 2.637 2.884 -0.087
44 C 2.785 1.461 0.079
45 C 3.998 0.902 0.802
46 O 1.973 0.631 -0.351
47 C 1.520 3.421 -0.817
48 O 0.601 2.716 -1.341
49 C 1.445 4.846 -0.945
50 H 1.485 8.680 -1.189
51 H 0.350 7.386 -0.733
52 H 1.287 7.256 -2.239
53 H 4.255 5.805 0.693
54 H 4.455 3.374 0.966
55 H 4.903 1.053 0.208
56 H 3.839 -0.164 0.952
57 H 4.152 1.382 1.768
58 H 0.586 5.222 -1.482
59 C -4.159 0.984 -4.527
60 C -4.572 2.019 -3.699
61 C -3.943 2.273 -2.491
62 C -2.856 1.488 -2.049
63 C -2.453 0.438 -2.904
64 C -3.086 0.201 -4.108
65 N -2.157 1.724 -0.898
66 C -2.698 2.530 0.087
67 C -1.918 3.546 0.668
68 C -2.419 4.358 1.676
69 C -3.719 4.194 2.138
70 C -4.500 3.182 1.585
71 C -4.002 2.359 0.590
72 H -4.654 0.792 -5.471
73 H -5.399 2.653 -4.001
74 H -4.281 3.102 -1.882
75 H -1.641 -0.209 -2.590
76 H -2.740 -0.619 -4.728
77 H -0.918 3.707 0.277
78 H -1.793 5.144 2.086
79 H -4.115 4.836 2.916
80 H -5.510 3.024 1.947
81 H -4.609 1.563 0.177
82 O -0.169 0.701 1.606
83 C -0.087 0.570 2.813
84 C -0.363 1.714 3.751
85 C -1.669 1.336 4.499
86 C -2.624 0.392 3.732
87 C -2.325 -1.114 3.855
88 C -1.087 -1.571 3.086
89 N 0.031 -0.664 3.407
90 H -0.491 2.612 3.149
91 H 0.462 1.875 4.449
92 H -2.199 2.261 4.732
93 H -1.419 0.874 5.461
94 H -2.663 0.674 2.676
95 H -3.632 0.564 4.110
96 H -3.186 -1.678 3.488
97 H -2.210 -1.367 4.918
98 H -1.266 -1.526 2.014
99 H -0.806 -2.594 3.338
100 H 0.133 -0.572 4.410

Computed properties:
HOMO energy (alpha / beta)	-3.5 / -3.6	eV
HOMO-LUMO gap (alpha / beta)	5.92 / 6.01	eV
energy above the lowest of the compared OMol25 structures with the same formula, charge and spin	84.91	kJ/mol
multiplicity	6
net charge	-1
M	806.8	g mol⁻¹

An isolated ion of composition C4H6NS and charge +1. Source: the Open Molecules 2025 dataset; level of theory: ωB97M-V/def2-TZVPD.

Element x y z (Å)
1 C 0.677 0.313 -0.005
2 C -0.815 1.092 0.036
3 C 1.921 -1.831 0.000
4 C -2.287 0.662 0.027
5 N 1.389 -0.699 0.026
6 S -3.053 -0.757 0.014
7 H 1.421 1.079 -0.187
8 H -0.496 1.567 0.985
9 H -0.563 1.561 -0.920
10 H 2.211 -2.520 -0.742
11 H 2.296 -2.133 0.900
12 H -2.700 1.665 -0.135

Computed properties:
HOMO energy	-12.8	eV
structure (SMILES)	C=[N+]=CCC=S
HOMO-LUMO gap	7.71	eV
energy above the lowest of the compared OMol25 structures with the same formula, charge and spin	330.87	kJ/mol
net charge	+1
M	100.2	g mol⁻¹

C5H7N2O as an isolated structure. Source: the Open Molecules 2025 dataset; level of theory: ωB97M-V/def2-TZVPD.

Element x y z (Å)
1 C 0.653 -0.027 1.074
2 C 2.322 -0.909 0.352
3 C 2.010 -0.245 1.732
4 C -0.499 -0.586 -0.433
5 C -0.996 0.232 -1.569
6 N 1.017 -0.506 -0.128
7 N -0.651 0.055 0.985
8 O 3.189 -1.500 -0.155
9 H 2.638 0.541 2.242
10 H 2.219 -1.008 2.571
11 H -0.642 -1.671 -0.342
12 H -0.229 0.968 -1.793
13 H -2.020 0.629 -1.412
14 H -1.188 -0.293 -2.531
15 H -1.375 0.096 1.688

Computed properties:
HOMO energy	-15.5	eV
HOMO-LUMO gap	11.31	eV
energy above the lowest of the compared OMol25 structures with the same formula, charge and spin	251.34	kJ/mol
net charge	+1
M	111.1	g mol⁻¹

One molecule with the formula C2H6N2. Source: the Open Molecules 2025 dataset; level of theory: ωB97M-V/def2-TZVPD.

Element x y z (Å)
1 C 1.728 -0.162 -0.696
2 N 0.482 0.284 0.044
3 C -0.731 -0.292 0.191
4 N -1.799 0.298 0.644
5 H 1.962 0.745 -1.297
6 H 2.495 -0.504 0.068
7 H 1.486 -0.988 -1.419
8 H 0.581 1.140 0.520
9 H -0.663 -1.415 0.005
10 H -2.622 -0.336 0.343

Computed properties:
HOMO energy	-8.7	eV
structure (SMILES)	[H]/N=C/NC
HOMO-LUMO gap	9.67	eV
energy above the lowest of the compared OMol25 structures with the same formula, charge and spin	144.11	kJ/mol
net charge	0
M	58.1	g mol⁻¹